w | Density functional theory data (ωB97M-V/def2-TZVPD) for the molecule C2H7N5O.

Calculated values
SMILES: [H]/N=C(\N)ON/C=N\N
Lowest unoccupied orbital energy, eV: 0.22
E_HOMO, eV: -7.80

ORCA input file:
```
! wB97M-V def2-TZVPD RIJCOSX def2/J DEFGRID3
* xyz 0 1
H 1.46283 0.70229 -2.59627
N 1.30580 0.62058 -1.59544
C 1.10450 -0.42543 -1.00939
N 1.22544 -1.67186 -1.34457
O 0.53195 -0.41083 0.40163
N 0.45653 0.81636 0.86805
C -0.93580 1.60418 1.05578
N -2.00883 1.08158 1.36194
N -2.00533 -0.07746 1.98485
H 0.99459 -2.64330 -0.85188
H 1.71396 -2.11281 -2.42854
H 1.15556 1.45815 0.44026
H -0.81352 2.55112 0.69575
H -1.36102 -0.73575 1.30015
H -2.82664 -0.75682 1.71767
*
```

x | Density functional theory data (ωB97M-V/def2-TZVPD) for a structure of composition C2H7N5O.

Calculated values
Lowest unoccupied orbital energy, eV: 0.46
E_HOMO, eV: -8.16

ORCA input file:
```
! wB97M-V def2-TZVPD RIJCOSX def2/J DEFGRID3
* xyz 0 1
C 1.53625 0.12985 -0.05920
C -0.60806 0.15497 -1.09218
H 1.56466 0.53919 2.67668
H 2.07709 -1.15206 2.51568
H 2.52279 0.45227 -0.28188
H 1.21975 -0.06421 -2.07884
H -1.19986 0.52693 -2.93815
H -0.50399 -0.14850 1.07645
H -2.82019 -0.39721 -0.57088
N 2.17585 -0.17267 2.05438
N 1.14002 -0.30658 1.11485
N 0.74539 0.21126 -1.06553
N -1.53684 0.28525 -1.99622
N -1.02293 -0.10681 0.16554
O -2.36748 -0.10480 0.57477
*
```

y | Density functional theory data (ωB97M-V/def2-TZVPD) for the molecule C2H7N5O.

Calculated values
SMILES: NNC(=NC=O)NN
Lowest unoccupied orbital energy, eV: 0.73
E_HOMO, eV: -9.48

ORCA input file:
```
! wB97M-V def2-TZVPD RIJCOSX def2/J DEFGRID3
* xyz 0 1
N -1.17704 -1.55694 0.63132
N 0.18018 -1.30095 0.08024
C 0.34128 0.00613 -0.37844
N -0.64954 0.83778 -0.57050
C -1.64612 0.73536 0.38420
O -1.24082 0.71313 1.67838
N 1.66846 0.19088 -0.74811
N 1.94450 1.55018 -1.14404
H -1.25614 -1.22701 1.55019
H -0.96877 -2.65500 1.10288
H 0.68804 -1.48591 0.95292
H -2.81083 0.78004 0.15825
H 1.91194 -0.70906 -1.28343
H 1.75753 2.24976 -0.28951
H 1.25733 1.87161 -2.12436
*
```

Tell me which of them is the most stable. Sure, it is y.

w | Density functional theory data (ωB97M-V/def2-TZVPD) for a structure of composition H24O12.

Calculated values
Lowest unoccupied orbital energy, eV: -0.55
E_HOMO, eV: -9.35

ORCA input file:
```
! wB97M-V def2-TZVPD RIJCOSX def2/J DEFGRID3
* xyz 0 1
O 50.86600 7.66600 46.84200
H 51.70500 7.92600 46.57000
H 50.22800 8.41200 46.65700
O 53.54700 5.70400 47.30600
H 54.11600 6.33100 48.04600
H 52.83700 5.18300 47.88800
O 56.03600 3.44600 49.02500
H 55.88100 4.31400 49.34100
H 55.21400 3.36200 48.41500
O 53.61400 6.06600 44.62300
H 52.89000 6.63200 44.28800
H 53.40600 5.82100 45.50500
O 55.34600 6.83700 44.87900
H 54.42400 6.67100 44.68000
H 55.88200 6.62900 44.26200
O 50.74600 5.25400 45.52600
H 50.50600 5.73600 46.31900
H 49.86400 4.92500 45.36000
O 57.00700 7.52500 47.37800
H 56.79700 6.66400 46.87100
H 57.46600 8.27800 46.83400
O 53.64400 6.48700 51.00800
H 54.36000 6.24300 50.36700
H 53.02100 6.99900 50.38000
O 51.65000 3.46600 48.26400
H 51.97200 2.92300 47.48500
H 52.16700 3.23100 49.13300
O 54.28800 3.35600 46.90500
H 54.07800 2.89100 46.09200
H 53.73700 4.22000 46.96300
O 53.33000 7.91900 48.71500
H 54.17700 8.08500 48.97900
H 53.02300 8.61300 48.05000
O 51.18700 6.87500 49.88700
H 51.26000 7.67600 50.22900
H 51.45900 7.00500 49.08300
*
```

x | Density functional theory data (ωB97M-V/def2-TZVPD) for a cluster of 12 separate species, H24O12 in total.

Calculated values
SMILES: O.O.O.O.O.O.O.O.O.O.O.O
Lowest unoccupied orbital energy, eV: -0.36
E_HOMO, eV: -7.96

ORCA input file:
```
! wB97M-V def2-TZVPD RIJCOSX def2/J DEFGRID3
* xyz 0 1
O 0.57734 -0.56523 -1.10814
H 0.25256 -1.33224 -0.51487
H -0.11039 0.10391 -1.14694
O -1.95261 -1.24795 0.95045
H -2.48316 -1.99179 0.67016
H -1.81102 -0.60597 0.16645
O 1.39316 -2.02410 0.74417
H 1.73444 -2.87163 0.75244
H 1.96309 -1.33885 1.16429
O -0.90654 -1.36294 -4.77798
H -0.38338 -1.83299 -5.42784
H -0.17359 -0.83041 -4.31674
O -1.50835 -1.43061 -2.87870
H -0.63049 -1.33809 -2.81897
H -1.68189 -2.37172 -2.76289
O -0.28457 1.80358 1.75398
H 0.39214 1.30348 1.27048
H -0.69407 1.30760 2.43235
O 1.46244 1.82405 3.07844
H 2.07047 1.28148 2.56171
H 2.00811 2.40518 3.60702
O -3.05987 2.61946 1.44675
H -2.07296 2.50086 1.37414
H -3.19361 2.16913 2.22185
O -3.09001 2.19148 -0.33435
H -3.47742 1.41608 -0.62562
H -2.08696 2.10445 -0.46876
O 4.53968 -0.33109 -1.49366
H 3.94779 -0.20567 -2.19532
H 4.43292 0.45894 -0.92710
O 0.85453 -4.47918 2.32013
H 1.38956 -4.63296 1.55047
H 0.46293 -3.60515 1.99269
O 1.68760 3.14683 0.42066
H 1.27693 3.82776 0.85658
H 1.16551 2.92411 -0.38958
*
```

y | Density functional theory data (ωB97M-V/def2-TZVPD) for a cluster of 12 separate species, H24O12 in total.

Calculated values
SMILES: O.O.O.O.O.O.O.O.O.O.O.O
Lowest unoccupied orbital energy, eV: -0.54
E_HOMO, eV: -10.37

ORCA input file:
```
! wB97M-V def2-TZVPD RIJCOSX def2/J DEFGRID3
* xyz 0 1
O -0.80651 0.04654 -0.28731
H 0.15266 -0.03803 -0.24468
H -1.00472 0.77394 0.31318
O -2.73512 4.30093 1.41048
H -3.63333 4.59909 1.22794
H -2.35840 4.14322 0.53744
O 1.69702 -2.33114 4.19908
H 0.99823 -1.80080 3.79981
H 1.48921 -2.32260 5.14022
O -1.59047 2.97273 3.57557
H -1.91744 2.06816 3.51363
H -0.73240 2.94244 3.13764
O -0.85683 0.15480 -3.83883
H -1.39369 0.49160 -3.11265
H -0.10984 -0.26896 -3.40130
O 0.35845 -3.09416 1.56808
H 0.18886 -3.06202 2.51634
H -0.38626 -3.59277 1.21343
O 0.67921 2.18430 0.15383
H -0.15369 2.13897 -0.32909
H 0.75114 3.11044 0.41089
O 2.11408 -3.20341 -1.50170
H 2.65250 -2.99385 -0.73023
H 1.65612 -2.37861 -1.69912
O -1.12541 -3.82892 -1.68979
H -0.92449 -4.49915 -2.35268
H -0.25999 -3.53290 -1.38580
O 1.19159 1.11838 -4.66600
H 1.74223 1.59902 -4.03769
H 1.81792 0.77987 -5.31569
O 4.25245 1.16152 -2.26752
H 4.66679 0.81273 -1.47024
H 3.69288 1.87779 -1.94686
O -3.64752 -0.26535 2.75541
H -3.76690 0.14475 1.89138
H -2.69832 -0.20856 2.91282
*
```

Tell me which of them is the most stable. Sure, it is y.

w | Density functional theory data (ωB97M-V/def2-TZVPD) for a cluster of 12 separate species, H24O12 in total.

Calculated values
SMILES: O.O.O.O.O.O.O.O.O.O.O.O
Lowest unoccupied orbital energy, eV: -0.06
E_HOMO, eV: -9.69

ORCA input file:
```
! wB97M-V def2-TZVPD RIJCOSX def2/J DEFGRID3
* xyz 0 1
O 0.49621 -0.01466 -0.24768
H 0.21079 0.14029 -1.15515
H 0.13055 -0.87980 -0.03132
O 2.65354 -2.14530 2.76480
H 3.44983 -1.73967 3.12588
H 2.54078 -1.71847 1.90800
O 1.17008 0.99469 2.31711
H 0.65725 0.49344 1.67309
H 2.08640 0.81557 2.07782
O -1.09069 2.44035 -2.70553
H -1.71280 2.16972 -3.39016
H -1.41760 2.00920 -1.90789
O 1.25174 4.42953 -1.55591
H 1.36939 3.96934 -0.71724
H 1.27755 5.36291 -1.31688
O 0.74874 -4.14393 -2.55197
H 1.71242 -4.13168 -2.56475
H 0.49727 -3.60107 -3.30765
O -3.39616 -0.57805 2.57164
H -3.86485 -1.17005 1.97260
H -2.87021 -1.16937 3.12183
O -3.72900 1.19000 -0.29603
H -4.30395 0.79513 0.36918
H -4.30992 1.78284 -0.78599
O 1.14620 3.21017 1.56917
H 1.86644 3.28259 2.20556
H 0.54177 2.57553 1.97028
O -2.91820 -2.30670 0.06872
H -3.69531 -1.77698 -0.14219
H -2.93773 -2.37946 1.02961
O 4.69472 -1.08321 -0.82211
H 5.11922 -1.62291 -1.49851
H 5.23419 -0.28530 -0.78602
O -0.95525 -1.78788 -1.01369
H -1.34939 -2.60464 -0.68726
H -0.80751 -1.95705 -1.95100
*
```

x | Density functional theory data (ωB97M-V/def2-TZVPD) for a cluster of 12 separate species, H24O12 in total.

Calculated values
SMILES: O.O.O.O.O.O.O.O.O.O.O.O
Lowest unoccupied orbital energy, eV: -0.40
E_HOMO, eV: -10.27

ORCA input file:
```
! wB97M-V def2-TZVPD RIJCOSX def2/J DEFGRID3
* xyz 0 1
O 2.31153 -1.40650 1.59911
H 2.50553 -1.60450 0.68411
H 2.14953 -0.47750 1.49911
O -0.77547 -3.51250 -0.96089
H -1.16347 -4.35550 -1.26589
H -0.92647 -3.54850 -0.02789
O 0.83853 3.02550 -0.23989
H 0.47153 2.48550 0.41211
H 0.21653 3.78850 -0.18489
O 3.39153 0.90150 -1.37889
H 3.13853 0.34050 -0.70289
H 3.85853 0.34150 -2.00089
O 0.20553 -0.05150 -0.42789
H -0.53347 0.31450 0.06111
H 0.29253 -0.96350 -0.24289
O 0.30353 2.09350 2.19811
H 0.11953 2.92850 2.54411
H 0.08053 1.37750 2.82911
O -4.42347 -0.03750 0.29411
H -4.90247 0.81050 0.12011
H -3.51247 0.26250 0.38311
O -2.08747 1.76850 -0.83889
H -2.54647 1.39850 -1.58489
H -1.30947 2.08650 -1.24589
O -0.40947 -2.14750 1.74611
H 0.51653 -2.22150 1.92711
H -0.74347 -1.27250 2.01011
O 0.53953 0.46750 -3.01589
H 0.06053 1.27950 -3.04989
H 0.54353 0.35050 -2.03089
O 2.62253 -1.91950 -1.29189
H 2.24253 -2.74050 -1.58089
H 2.57253 -1.30850 -2.03989
O -1.88047 0.26150 1.62211
H -1.81047 0.06550 2.55611
H -1.95647 1.21950 1.62611
*
```

y | Density functional theory data (ωB97M-V/def2-TZVPD) for a structure of composition H24O12.

Calculated values
Lowest unoccupied orbital energy, eV: -0.05
E_HOMO, eV: -9.56

ORCA input file:
```
! wB97M-V def2-TZVPD RIJCOSX def2/J DEFGRID3
* xyz 0 1
H 0.79081 0.37714 -0.06469
H -0.36635 -0.55590 -0.38161
H -2.85223 3.39619 1.77377
H -2.23065 2.78991 0.52633
H 2.71782 -0.68456 -2.50615
H 2.52092 -2.18349 -2.66269
H 1.05540 3.25250 -1.58089
H 0.52615 2.54100 -2.81528
H -2.39067 -0.66345 1.75218
H -2.47018 -2.07007 1.18197
H 3.56216 2.40846 0.58905
H 3.01225 2.71382 -0.79456
H -4.99719 -0.90201 -2.00096
H -4.38806 0.12468 -1.06026
H -0.94804 1.62569 0.25905
H -0.16931 2.89842 -0.03042
H -0.20445 -3.69628 3.33948
H -0.94289 -2.99894 2.20879
H 3.87986 -3.67670 -1.26226
H 3.21688 -2.41922 -0.72445
H 2.56083 0.41048 4.42344
H 2.28121 1.76738 3.79840
H -1.75925 -1.67868 -2.17259
H -1.88042 -3.16181 -1.86322
O -0.00523 0.30964 -0.60391
O -3.07276 3.08943 0.88706
O 2.65116 -1.49965 -1.99607
O 0.89620 3.38151 -2.52270
O -2.93312 -1.22469 1.18673
O 2.74254 2.61390 0.12536
O -4.42649 -0.82364 -1.22820
O -0.17201 1.95157 -0.21061
O -0.12065 -3.46038 2.40871
O 4.08150 -2.80197 -0.91129
O 1.93284 1.14138 4.44320
O -2.09859 -2.29167 -1.51072
*
```

z | Density functional theory data (ωB97M-V/def2-TZVPD) for a cluster of 12 separate species, H24O12 in total.

Calculated values
SMILES: O.O.O.O.O.O.O.O.O.O.O.O
Lowest unoccupied orbital energy, eV: -0.87
E_HOMO, eV: -10.28

ORCA input file:
```
! wB97M-V def2-TZVPD RIJCOSX def2/J DEFGRID3
* xyz 0 1
O -2.71266 0.70723 -0.58473
H -1.93935 0.23682 -0.96078
H -2.60704 1.61262 -0.80048
O -1.12205 3.48738 -1.63502
H -0.58109 3.17439 -0.85896
H -0.54840 4.10748 -2.03429
O -0.02070 2.24365 0.48767
H -0.44052 2.47964 1.35640
H 0.78433 2.76224 0.55755
O -1.11324 -0.59418 2.42479
H -0.58496 -0.61897 3.24711
H -1.69376 0.10153 2.61723
O 2.39366 1.18226 2.17975
H 1.56994 1.68236 2.22284
H 3.17653 1.80844 2.30562
O 1.49569 -0.07722 -2.93698
H 1.31955 0.52862 -2.21008
H 2.35216 -0.13010 -3.34454
O -3.54436 -1.68045 2.12588
H -2.80146 -2.17546 2.45316
H -3.04345 -1.04118 1.63400
O 2.33412 -1.89774 0.26667
H 2.39693 -2.25247 -0.66615
H 1.55520 -1.39906 0.17792
O 0.01005 -0.45732 -0.02640
H 0.22480 0.49417 -0.00886
H -0.45991 -0.57312 0.76624
O 0.58531 -2.74670 -2.28261
H 1.32445 -3.24120 -2.66087
H 0.99501 -1.95777 -1.94637
O 2.56718 1.00884 -0.39592
H 2.28098 0.83768 0.49739
H 3.47790 0.64938 -0.38727
O -2.54106 -2.47020 -0.70207
H -1.73293 -2.80997 -0.27618
H -3.35686 -2.98161 -0.60167
*
```

Tell me which of them is the most stable. Sure, it is x.